C30H29GaN9OPS3Se as an isolated structure, computed with the ωB97M-V functional and the def2-TZVPD basis.

Structure (ORCA input):
```
! RIJCOSX wB97M-V def2-TZVPD def2/J DEFGRID3
* xyz 0 1
Se -2.333 1.093 -1.496
Ga -0.146 0.917 -0.381
S 1.529 2.042 -1.680
S -2.398 3.652 2.833
S 1.804 0.699 0.910
P 0.666 -1.314 -2.863
O 0.298 -0.862 -1.476
N -1.069 -0.509 1.069
N -0.868 -5.672 4.796
N -1.385 -4.425 3.125
N -1.727 -2.325 2.095
N -1.815 -4.982 4.290
N -2.092 4.875 -4.298
N 5.034 3.018 -2.396
N 5.434 1.129 1.581
N -0.865 2.635 1.043
C -1.677 -1.669 0.909
C -2.204 2.648 -2.597
C 2.389 -1.041 -3.265
C -1.125 -1.537 3.055
C 4.536 2.486 -1.503
C -0.292 -0.526 -4.155
C 2.407 -5.868 3.068
C 0.401 -3.085 -3.020
C 0.602 6.316 2.338
C -1.330 4.787 -3.209
C 0.905 4.393 0.895
C 1.325 5.621 1.361
C -2.281 -3.649 2.322
C -1.354 3.713 -2.327
C -2.923 3.858 -4.529
C -0.983 4.550 2.394
C 1.507 -6.150 4.070
C 0.816 -4.470 1.861
C -0.272 3.849 1.413
C 4.760 1.437 0.700
C -0.557 5.789 2.868
C -1.959 2.441 1.702
C 2.066 -5.034 1.982
C -0.721 -0.421 2.409
C -3.013 2.733 -3.726
C -2.268 -2.217 -0.343
C 3.920 1.819 -0.396
C 0.235 -5.584 3.962
C 2.576 1.545 -0.391
C -0.093 -4.779 2.878
H 1.765 -6.777 4.913
H -1.119 6.319 3.625
H 2.816 -4.822 1.231
H 2.599 0.028 -3.229
H -0.662 -3.305 -2.921
H -2.079 -1.530 -1.160
H -0.059 -0.973 -5.123
H -0.190 0.430 2.801
H -2.596 1.583 1.533
H -0.050 0.538 -4.174
H -2.435 -4.122 1.354
H 3.008 -1.542 -2.519
H 1.468 3.859 0.144
H 2.613 -1.433 -4.259
H -1.354 -0.631 -3.936
H 3.404 -6.285 3.113
H -1.825 -3.183 -0.594
H 0.956 7.279 2.683
H -3.701 1.934 -3.972
H -3.348 -2.346 -0.239
H 0.568 -3.805 1.043
H -0.658 5.620 -3.025
H -1.027 -1.849 4.081
H -3.228 -3.607 2.854
H -3.548 3.947 -5.412
H 0.949 -3.580 -2.217
H 0.757 -3.452 -3.984
H -0.719 3.722 -1.452
H 2.233 6.054 0.962
*
```

E_HOMO (Eh): -0.2913
Molecular weight (g mol⁻¹): 807.5
LUMO energy (eV): -0.13
Energy relative to the best compared isomer or geometry (same formula, charge and spin) (kJ/mol): 0.0
Energy (eV): -206559.8490

C30H30As2ClNO15Rh as an isolated structure in a non-equilibrium geometry, computed with the ωB97M-V functional and the def2-TZVPD basis.

Structure (ORCA input):
```
! RIJCOSX wB97M-V def2-TZVPD def2/J DEFGRID3
* xyz 1 5
Rh -1.065 0.278 -0.481
As 3.324 -3.312 1.469
As 0.318 -1.709 0.154
Cl -5.011 4.786 -1.678
O -2.295 1.809 -0.989
O -0.226 -3.142 3.947
O 0.830 3.887 -2.277
O 2.935 0.187 -1.571
O 1.466 0.164 2.900
O 5.043 -3.593 -0.680
O -7.573 0.548 3.428
O 0.528 1.812 0.412
O -7.810 1.754 1.580
O -2.381 -0.805 0.372
O 1.575 -1.037 -2.870
O 4.143 -2.328 -2.351
O 0.223 1.300 -1.650
O 3.735 -0.132 2.719
O -1.269 -1.537 2.807
N -7.217 1.056 2.381
C -2.754 3.802 -2.888
C 0.742 2.086 -0.791
C 1.571 1.438 3.347
C -5.860 0.640 1.930
C 0.586 -4.286 3.638
C -0.495 4.195 -2.187
C -1.071 2.693 -4.214
C 0.780 -2.194 1.962
C -3.319 1.849 -0.346
C 1.791 -0.187 -3.992
C 2.615 -0.528 2.688
C -0.485 -3.309 -0.547
C 3.134 -2.398 -0.213
C 2.081 -1.681 -0.646
C -5.119 1.542 1.168
C 1.443 3.325 -1.188
C -1.427 3.656 -3.130
C -3.881 1.035 0.657
C -0.316 -2.233 2.943
C 5.131 -2.799 1.952
C -0.970 5.066 -1.210
C -3.488 -0.338 0.854
C 5.885 -4.341 -1.588
C -5.366 -0.632 2.318
C 4.206 -2.697 -1.204
C 2.241 -0.778 -1.738
C 2.178 -1.929 2.232
C -4.191 -1.093 1.801
C -3.253 4.691 -1.904
C -2.390 5.247 -1.006
H 2.121 1.534 4.275
H 1.547 4.047 -0.332
H 1.643 -4.065 3.661
H -3.750 -1.985 2.228
H 0.148 -4.239 -0.403
H 5.222 -4.790 -2.213
H 5.688 -3.744 2.009
H -3.935 2.723 -0.652
H -3.437 3.350 -3.609
H -0.388 5.451 -0.372
H -1.265 1.649 -3.893
H 6.481 -5.058 -0.894
H 0.306 -4.805 2.725
H 5.599 -2.033 1.286
H 2.150 1.950 2.619
H 1.062 -0.509 -4.759
H 2.883 -0.193 -4.237
H -5.955 -1.229 3.016
H -5.511 2.528 0.976
H -0.025 2.898 -4.556
H 1.647 0.857 -3.677
H -2.687 5.727 -0.099
H -0.718 -3.117 -1.641
H -1.580 2.915 -5.182
H 6.440 -3.643 -2.132
H 2.432 2.965 -1.415
H 0.462 -4.960 4.402
H -1.446 -3.415 0.075
H 5.025 -2.469 3.006
H 0.568 1.826 3.469
*
```

E_HOMO (spin up / spin down) (Eh): -0.4127 / -0.4128
<S²>: 6.0287
Molecular weight (g mol⁻¹): 932.8
LUMO energy (spin up / spin down) (eV): -3.95 / -5.98
Energy relative to the best compared isomer or geometry (same formula, charge and spin) (kJ/mol): 44.4
Energy (eV): -200990.3856

C30H30AsN4O6Tl as an isolated structure, computed with the ωB97M-V functional and the def2-TZVPD basis.

Structure (ORCA input):
```
! RIJCOSX wB97M-V def2-TZVPD def2/J DEFGRID3
* xyz -2 1
Tl 0.391 -0.387 -0.243
As 3.608 -1.579 0.366
O -2.163 3.271 8.347
O 1.067 -0.363 4.362
O -1.197 -0.177 -2.135
O 2.250 -2.225 -0.323
O 0.191 0.329 2.399
O -0.452 1.977 8.419
N -0.494 3.738 -1.118
N -1.348 2.533 7.813
N -1.274 2.032 0.045
N 2.025 0.821 -0.482
C -2.471 2.960 5.675
C -0.461 -3.845 1.210
C -1.407 -2.744 -0.553
C -0.983 -3.962 -0.139
C 3.264 3.525 -2.600
C -1.801 0.742 -2.790
C 0.303 0.307 3.644
C 1.579 1.345 -2.869
C 2.555 3.366 -3.794
C -2.574 2.743 4.312
C -1.848 2.118 -2.395
C 3.114 2.647 -1.547
C -1.461 2.304 6.366
C 3.416 -0.455 1.906
C -1.130 -1.761 0.510
C -0.048 3.909 0.173
C -3.103 2.729 -4.394
C -2.482 3.062 -3.199
C -0.544 2.858 0.874
C 1.739 2.236 -3.910
C 2.193 1.543 -1.590
C 4.821 -0.739 -0.873
C -2.461 0.434 -4.016
C -3.086 1.391 -4.787
C -0.566 1.449 5.745
C -1.680 1.894 3.667
C -0.563 -2.556 1.613
C -0.675 1.246 4.376
C -1.209 2.576 -1.154
C 4.651 -3.078 1.034
H 5.587 -2.737 1.478
H -1.824 -2.474 -1.511
H -3.350 3.242 3.746
H 0.922 0.492 -2.990
H -0.240 -2.141 2.555
H 4.395 -0.355 2.380
H 4.855 -3.760 0.209
H -1.740 1.717 2.599
H 2.701 -0.888 2.607
H 0.209 0.933 6.293
H -2.432 -0.603 -4.332
H -2.499 4.093 -2.857
H -0.057 4.139 -1.936
H -0.993 -4.871 -0.727
H -3.595 3.486 -4.993
H 5.015 -1.437 -1.687
H 3.034 0.502 1.557
H 3.635 2.818 -0.610
H 1.199 2.053 -4.834
H 0.613 4.713 0.446
H -1.904 -1.030 0.747
H -3.145 3.616 6.204
H 5.755 -0.494 -0.364
H 4.343 0.160 -1.253
H 3.941 4.369 -2.486
H 2.677 4.059 -4.618
H 4.053 -3.594 1.784
H -0.023 -4.653 1.781
H -0.377 2.597 1.906
H -3.566 1.095 -5.715
*
```

E_HOMO (Eh): -0.0432
Molecular weight (g mol⁻¹): 821.9
LUMO energy (eV): 3.76
Energy relative to the best compared isomer or geometry (same formula, charge and spin) (kJ/mol): 208.5
Energy (eV): -115371.5958

C30H30BrN5O4PS3Sn as an isolated structure, computed with the ωB97M-V functional and the def2-TZVPD basis.

Structure (ORCA input):
```
! RIJCOSX wB97M-V def2-TZVPD def2/J DEFGRID3
* xyz -2 2
Sn 0.072 0.023 1.044
Br -0.027 6.756 -0.708
S 3.405 0.954 2.225
S 3.515 -0.738 -0.732
S -1.702 0.508 -3.898
P 3.970 0.866 0.335
O 5.573 1.147 0.253
O -7.175 0.788 1.138
O 3.452 2.122 -0.524
O -7.033 -0.838 -0.417
N -0.956 0.765 2.939
N -0.750 -1.596 -0.988
N 0.931 0.170 -3.276
N 0.547 0.044 -5.383
N -2.229 -0.170 0.778
C -4.390 0.603 1.552
C -5.034 -0.030 0.537
C -2.945 1.715 3.906
C -0.066 2.154 0.343
C -2.979 0.507 1.702
C -0.867 1.711 5.129
C 0.202 4.494 1.019
C -2.064 -1.652 -1.148
C 0.199 3.134 1.304
C 1.910 -0.148 -5.198
C -2.888 -0.816 -0.226
C -0.305 3.971 -1.274
C -0.071 0.238 -4.186
C -0.314 2.616 -0.952
C 0.056 -2.394 -1.686
C -2.632 -2.511 -2.096
C 6.475 0.609 1.206
C -4.246 -0.778 -0.371
C 3.306 3.430 0.026
C -2.244 2.054 5.022
C -1.799 -3.316 -2.840
C 2.146 -0.077 -3.873
C -0.126 0.052 -6.657
C 4.592 4.223 -0.066
C -0.292 1.085 4.056
C -0.422 -3.278 -2.631
C -6.571 -0.010 0.397
C 6.711 -0.876 1.020
C -2.306 1.020 2.841
C -0.051 4.894 -0.278
H 0.406 5.224 1.791
H 2.961 3.348 1.059
H 0.259 -3.910 -3.185
H 2.511 3.896 -0.559
H -4.767 -1.309 -1.149
H -0.518 1.962 -1.794
H 2.578 -0.313 -6.023
H -3.699 -2.537 -2.247
H 6.099 0.814 2.214
H -2.223 -3.979 -3.585
H -2.740 2.585 5.827
H -0.503 4.295 -2.287
H 7.435 -1.219 1.764
H 7.098 -1.092 0.024
H 0.765 0.837 4.052
H -1.196 -0.013 -6.468
H 1.114 -2.287 -1.471
H -0.279 1.952 6.002
H 0.200 -0.803 -7.249
H 0.795 0.181 -2.276
H 0.419 2.848 2.326
H 7.404 1.169 1.063
H -4.994 1.163 2.251
H 4.948 4.267 -1.096
H -3.991 1.969 3.824
H 0.083 0.975 -7.202
H 5.373 3.776 0.547
H 4.413 5.243 0.283
H 3.044 -0.155 -3.285
H 5.786 -1.437 1.147
*
```

E_HOMO (spin up / spin down) (Eh): -0.0168 / -0.0912
<S²>: 0.7683
Molecular weight (g mol⁻¹): 850.4
LUMO energy (spin up / spin down) (eV): 3.88 / 3.88
Energy relative to the best compared isomer or geometry (same formula, charge and spin) (kJ/mol): 2.9
Energy (eV): -164912.1412

A 4-piece molecular cluster, C30H30ClN2O15 overall in a non-equilibrium geometry, computed with the ωB97M-V functional and the def2-TZVPD basis.

Structure (ORCA input):
```
! RIJCOSX wB97M-V def2-TZVPD def2/J DEFGRID3
* xyz 1 1
Cl 1.221 -3.829 -4.566
O 1.521 0.575 4.726
O -1.180 -2.975 3.819
O -5.638 -4.607 6.134
O -3.648 -1.049 -0.937
O 2.136 4.420 -4.195
O 2.387 7.058 -4.056
O -2.187 -1.447 5.706
O -4.588 -6.161 4.311
O 4.080 0.927 -4.561
O 0.317 4.534 0.104
O 0.501 7.183 0.255
O -0.374 1.851 3.429
O 4.198 0.256 0.881
O 3.710 2.094 -2.729
O 2.297 1.544 -0.412
N -0.529 -3.818 -1.122
N -0.075 -4.059 -2.345
C 0.762 5.100 -0.883
C -2.822 -4.658 3.970
C -2.384 -0.840 -0.342
C 1.340 -2.176 -2.429
C -2.097 -1.941 0.671
C -3.965 -2.943 6.029
C 1.436 7.263 -1.899
C 1.169 4.386 -2.071
C -0.625 -2.360 0.790
C 0.800 -3.325 -3.023
C 2.307 -1.276 -3.133
C -3.613 -1.122 -2.340
C 2.073 1.365 0.782
C 1.833 1.096 -3.906
C 1.702 5.046 -3.108
C 3.121 0.622 1.571
C 0.866 1.785 1.446
C -3.955 -5.037 4.584
C -4.606 -4.190 5.650
C 3.314 1.358 -3.768
C 1.754 0.781 3.553
C 2.963 0.347 2.872
C 0.914 6.594 -0.860
C -0.074 -2.727 -0.542
C 1.880 6.541 -3.083
C -2.199 -3.407 4.337
C -2.833 -2.571 5.418
C 1.559 -0.378 -4.161
C 0.882 -1.906 -1.169
C 0.705 1.515 2.753
H 0.171 6.480 0.843
H 0.123 2.306 0.862
H -0.572 -3.217 1.451
H -2.391 0.119 0.161
H -0.005 -1.578 1.210
H -1.624 -0.783 -1.124
H -2.681 -2.821 0.428
H -3.153 -0.233 -2.769
H -0.240 1.549 4.350
H 1.554 8.337 -1.893
H 3.092 -1.844 -3.611
H 1.048 3.315 -2.067
H 1.254 1.475 -3.075
H -1.398 -1.414 5.133
H -2.350 -5.258 3.205
H 3.705 -0.189 3.447
H 1.846 -0.659 -5.165
H 2.521 5.088 -4.792
H -5.374 -6.187 4.893
H 0.491 -0.545 -4.069
H -3.077 -2.012 -2.677
H -4.430 -2.350 6.803
H -0.441 -4.895 -2.788
H 3.040 2.058 -2.028
H -4.627 -1.186 -2.712
H 2.725 -0.634 -2.371
H 1.515 1.667 -4.773
H 4.095 0.605 -0.023
H -2.415 -1.603 1.650
H 1.240 -1.038 -0.648
*
```

E_HOMO (Eh): -0.4272
Molecular weight (g mol⁻¹): 694.0
LUMO energy (eV): -4.80
Energy (eV): -77803.4121

C30H30ClN3O2Ru as an isolated structure in a non-equilibrium geometry, computed with the ωB97M-V functional and the def2-TZVPD basis.

Structure (ORCA input):
```
! RIJCOSX wB97M-V def2-TZVPD def2/J DEFGRID3
* xyz 1 2
Ru -0.518 1.600 0.218
Cl -0.134 2.641 2.246
O -3.878 3.485 -1.102
O -1.749 3.083 -0.486
N -2.161 0.580 -0.176
N 1.655 1.738 -0.134
N 0.131 -0.268 0.472
C 3.475 5.427 -0.821
C -2.178 -0.748 0.020
C -0.393 -2.461 -0.465
C -2.658 -3.669 1.157
C 2.010 -1.737 1.123
C 3.492 2.836 1.936
C -4.493 -0.748 -0.526
C -1.156 -1.814 1.955
C 2.261 2.978 -0.310
C -1.149 -3.232 -1.503
C -0.868 -1.355 0.507
C -0.645 -0.955 3.078
C 3.729 0.470 0.126
C -3.348 -1.469 -0.178
C 3.762 4.737 0.344
C -3.251 1.267 -0.545
C -1.960 -2.847 2.184
C -0.459 -3.950 -0.324
C -3.380 -2.954 -0.049
C -2.505 -3.775 -1.033
C -2.988 2.765 -0.734
C 3.172 3.517 0.634
C 1.916 3.710 -1.471
C 2.542 4.917 -1.711
C -0.773 -3.189 -2.955
C -4.455 0.628 -0.715
C -1.812 -4.490 0.143
C 1.410 -0.464 0.619
C 2.249 0.646 0.249
C 0.929 3.146 -2.452
H 0.311 -3.164 -3.076
H -5.327 1.208 -0.984
H 0.026 2.803 -1.943
H -1.068 -1.287 4.024
H 0.444 -4.548 -0.313
H -1.153 -4.072 -3.469
H 0.639 3.897 -3.182
H 2.656 -2.199 0.372
H 2.636 -1.518 1.991
H 4.364 2.183 1.843
H -5.424 -1.285 -0.661
H 0.442 -0.975 3.171
H 1.251 -2.455 1.417
H 4.461 5.155 1.057
H -1.196 -2.306 -3.441
H -1.847 -5.569 0.256
H -2.162 -3.105 3.218
H 3.967 6.367 -1.028
H -3.368 -4.319 1.664
H -4.415 -3.284 -0.114
H 0.558 -2.165 -0.895
H 4.167 0.141 1.069
H -0.933 0.085 2.917
H 3.944 -0.295 -0.624
H 3.734 3.585 2.688
H 1.352 2.292 -2.988
H 2.302 5.473 -2.608
H 4.203 1.396 -0.185
H -3.042 -4.326 -1.801
H 2.657 2.245 2.299
*
```

E_HOMO (spin up / spin down) (Eh): -0.4226 / -0.4215
<S²>: 0.8155
Molecular weight (g mol⁻¹): 601.1
LUMO energy (spin up / spin down) (eV): -5.11 / -4.71
Energy (eV): -55259.5075